1.
DFT (ωB97M-V/def2-TZVPD) results for a structure of composition C29H35N7NaO3SbSe4 in a non-equilibrium geometry.

Computed properties:
- F_max (eV/Å) = 1.570
- total charge = -2
- HOMO level (eV) = 0.2
- lowest unoccupied orbital energy (eV) = 3.03
- frontier orbital gap (eV) = 2.8
- multiplicity = 1

Atoms and positions in Å:
1 C 4.312 0.110 3.623
2 H -2.461 -2.992 -0.400
3 C -2.000 -2.003 -0.232
4 Se 1.976 4.575 2.467
5 C -6.669 0.914 -1.879
6 H -1.521 3.799 -0.561
7 H -0.563 1.857 3.750
8 H 2.333 2.326 3.562
9 H 4.740 -2.976 2.281
10 C -0.644 1.940 -2.287
11 H -4.091 4.159 0.675
12 H -0.052 2.496 -3.027
13 Se 4.757 1.080 -1.009
14 C -5.606 0.380 -1.172
15 H -7.836 2.641 -2.380
16 C -3.418 2.157 0.921
17 C -0.185 1.870 2.705
18 C 4.546 -4.781 -2.551
19 C -2.343 2.405 1.915
20 C 5.240 -3.716 -3.098
21 C 2.960 -1.830 2.039
22 C 2.814 -3.176 -1.903
23 H -6.455 4.214 -1.051
24 H -5.360 -0.669 -1.219
25 C -4.842 1.249 -0.391
26 O -1.139 -2.066 0.877
27 H 2.444 -2.533 1.404
28 C 1.402 -4.424 -0.908
29 H 0.026 3.761 0.322
30 H 2.488 -6.252 -1.095
31 N 1.072 -0.192 2.110
32 H -1.046 -2.364 2.853
33 H -1.599 -2.003 -2.361
34 H 0.571 0.156 -2.404
35 C 2.343 -0.638 2.380
36 O -1.247 -0.167 -1.481
37 C 1.008 0.997 2.655
38 C 4.887 -1.108 3.317
39 C -6.220 3.158 -1.075
40 Se 2.403 5.497 -1.487
41 H 0.542 -4.775 -0.368
42 C 4.230 -2.052 2.525
43 C -5.150 2.630 -0.369
44 C 4.752 -2.412 -3.028
45 C -1.183 -1.568 -1.439
46 N 1.601 -3.194 -1.258
47 H 4.931 -5.792 -2.582
48 H -1.986 3.433 1.808
49 N -1.212 1.523 1.752
50 H -7.277 0.263 -2.494
51 Se 2.686 1.691 -0.307
52 H -1.705 2.206 -2.408
53 H -2.431 -3.179 2.057
54 C 3.336 -4.489 -1.948
55 H 6.195 -3.906 -3.567
56 H 5.346 -1.607 -3.434
57 N -3.777 1.000 0.433
58 H 5.877 -1.331 3.690
59 H -2.793 -1.260 -0.064
60 Sb 3.438 4.126 0.301
61 C -0.449 3.583 -0.639
62 C 3.539 -2.117 -2.440
63 H -0.148 -1.912 -1.306
64 N 2.403 -5.271 -1.305
65 H 3.195 -1.099 -2.355
66 N -4.219 3.181 0.473
67 H -0.847 0.154 -3.488
68 O -0.234 2.231 -0.983
69 H 0.001 4.266 -1.364
70 Na 0.202 0.468 0.113
71 H -2.791 2.320 2.932
72 C -6.981 2.270 -1.827
73 H -1.507 0.566 1.907
74 H -2.471 -1.426 2.330
75 H 4.835 0.850 4.212
76 C -0.485 0.444 -2.491
77 C 3.032 0.335 3.143
78 H 0.147 2.897 2.514
79 C -1.811 -2.267 2.086
80 N 2.143 1.362 3.300

2.
DFT (ωB97M-V/def2-TZVPD) results for a structure of composition C29H35N7OsP2 in a non-equilibrium geometry.

Computed properties:
- F_max (eV/Å) = 4.515
- total charge = +2
- <S²> = 6.028
- HOMO level (alpha / beta) (eV) = -13.5 / -13.5
- lowest unoccupied orbital energy (alpha / beta) (eV) = -6.33 / -10.60
- frontier orbital gap (alpha / beta) (eV) = 7.2 / 2.9
- multiplicity = 5
- relative energy (zero: lowest compared OMol25 entry of this formula, charge and spin) (eV) = 1.1559

Atoms and positions in Å:
1 H 3.885 -0.885 5.675
2 H 2.835 0.806 0.229
3 C 3.792 -2.129 3.794
4 C 1.760 -2.676 -3.255
5 C -0.567 2.057 7.125
6 H -2.879 -2.814 -3.968
7 C -2.939 1.499 -0.529
8 H -0.719 -4.434 0.044
9 P 1.172 -0.085 1.645
10 C -1.934 2.487 2.361
11 C 1.544 5.288 -0.075
12 H -0.894 -4.414 -1.802
13 H 1.448 1.589 -1.596
14 H -1.425 -1.126 2.669
15 H 0.099 0.109 -3.173
16 H -1.029 3.192 -2.618
17 C 1.938 0.210 0.023
18 H -2.601 2.893 1.588
19 H -1.260 3.275 2.754
20 H -2.727 -2.831 0.971
21 C 0.914 -3.411 -2.262
22 C -1.827 -2.592 -4.174
23 H 1.742 -0.894 -4.442
24 H 4.437 -2.978 3.983
25 H 2.308 -0.702 -0.452
26 H 2.286 3.213 -0.587
27 C 0.596 -2.808 0.758
28 C 3.492 -1.038 4.682
29 C -1.057 -1.567 1.694
30 H 2.367 5.932 -0.319
31 N -0.859 2.742 8.039
32 C 1.525 3.912 -0.262
33 C -3.905 1.949 -1.415
34 C -0.468 4.521 0.620
35 C -1.406 -1.349 -3.428
36 C 1.001 -1.643 -4.118
37 H -0.048 6.655 0.785
38 H -2.559 2.143 3.200
39 C 0.941 0.931 -0.881
40 H 2.137 0.745 4.321
41 C 0.288 5.671 0.492
42 N -1.712 2.017 -0.950
43 H -1.768 -2.404 -5.258
44 C 2.613 -0.187 4.026
45 N 0.350 -1.683 1.489
46 C -0.140 -0.917 -3.462
47 H -1.418 4.374 1.104
48 Os -0.931 0.750 1.892
49 N 2.349 -0.721 2.762
50 H -0.224 -3.952 -4.664
51 H -4.966 1.767 -1.309
52 H 0.638 -2.161 -5.013
53 H 1.608 -3.071 0.489
54 H 3.059 -2.483 1.703
55 N -0.141 1.287 6.152
56 C -0.982 -3.848 -3.882
57 H 0.319 0.216 -1.431
58 H -2.985 0.886 0.378
59 P -0.331 1.804 0.052
60 C -0.616 -3.465 0.515
61 H 2.232 -3.406 -3.933
62 H -3.689 3.173 -3.295
63 H 1.452 -3.737 -1.370
64 C -0.538 1.014 4.989
65 C -1.886 2.744 -2.122
66 N -0.582 0.517 3.904
67 H 2.587 -2.183 -2.727
68 C 3.085 -1.909 2.619
69 H -2.212 -0.743 -2.998
70 C -0.310 -3.873 -2.542
71 H -1.654 -4.719 -3.945
72 N 0.285 3.436 0.150
73 C -1.656 -2.667 1.013
74 C -3.241 2.703 -2.435

3.
DFT (ωB97M-V/def2-TZVPD) results for a structure of composition C29H35N9S5Ti in a non-equilibrium geometry.

Computed properties:
- F_max (eV/Å) = 3.305
- total charge = +2
- <S²> = 2.021
- HOMO level (alpha / beta) (eV) = -11.3 / -12.7
- lowest unoccupied orbital energy (alpha / beta) (eV) = -5.17 / -5.18
- frontier orbital gap (alpha / beta) (eV) = 6.1 / 7.5
- multiplicity = 3
- relative energy (zero: lowest compared OMol25 entry of this formula, charge and spin) (eV) = 2.1238

Atoms and positions in Å:
1 C 3.242 0.900 -4.762
2 S 2.424 -0.766 -1.366
3 C -1.854 -2.126 -1.859
4 C -2.015 -2.218 1.403
5 H -1.033 1.806 4.094
6 H -5.728 -0.176 2.416
7 C -0.538 -2.322 3.294
8 H 4.994 -2.004 -2.289
9 H -3.827 2.624 3.121
10 H 2.207 -1.111 3.900
11 S -3.183 0.749 -0.218
12 H -3.088 1.394 -4.728
13 H -4.233 2.750 0.537
14 S -3.474 0.253 3.076
15 C -0.094 -1.539 2.256
16 N 2.369 0.590 -3.744
17 N -0.539 -2.041 -1.553
18 C 4.856 1.720 2.219
19 C 0.122 2.065 -1.438
20 S -1.087 2.028 1.758
21 H -4.648 -0.937 0.448
22 C 2.422 0.756 1.302
23 H -1.581 3.430 3.646
24 C 5.319 -0.987 -2.510
25 C -0.183 -3.937 -2.992
26 H 2.953 1.477 -5.614
27 C -1.601 2.108 -3.492
28 C 4.435 0.351 -4.438
29 H -2.817 -2.334 0.700
30 C -2.377 -3.071 -2.717
31 H 5.365 0.365 -4.967
32 H 1.396 0.856 -3.695
33 H -2.501 -1.392 -1.384
34 C 3.108 1.701 0.537
35 H 1.316 -2.927 -1.856
36 S -2.056 -3.013 2.920
37 H 0.523 -4.628 -3.425
38 C 3.021 -0.143 -2.813
39 N -0.938 3.241 -3.213
40 N -0.946 -1.498 1.176
41 N 2.098 -0.600 3.037
42 H -5.302 1.516 2.165
43 H -1.400 3.585 0.031
44 H -3.437 -3.082 -2.917
45 H 2.729 2.047 -0.412
46 N 1.238 0.075 1.093
47 C -1.310 0.905 -2.820
48 H -5.573 0.491 -0.040
49 H 4.617 0.444 3.929
50 C 0.263 -2.973 -2.109
51 H 0.452 4.116 -1.993
52 C 1.082 -0.722 2.149
53 H -2.706 3.077 -4.880
54 C -0.081 3.198 -2.199
55 H -3.371 3.002 -0.981
56 N -2.520 2.178 -4.469
57 H -1.907 -4.738 -4.010
58 C 4.198 0.792 2.998
59 C -1.708 2.364 3.443
60 C -3.152 1.959 3.658
61 H -3.390 1.998 4.723
62 H -0.068 -2.511 4.240
63 C -4.957 0.491 2.028
64 H 6.226 -1.018 -3.107
65 H 5.522 -0.481 -1.566
66 H 5.809 2.106 2.540
67 C 4.314 2.171 1.013
68 C -1.532 -3.999 -3.321
69 C 2.980 0.325 2.528
70 H 0.732 2.066 -0.539
71 C -3.297 2.559 0.015
72 N -0.466 0.876 -1.760
73 H 4.859 2.905 0.439
74 H -1.766 -0.027 -3.136
75 C -2.101 3.171 0.754
76 C -4.731 0.143 0.564
77 Ti -0.051 -0.461 -0.443
78 H -2.429 3.968 1.420
79 N 4.293 -0.290 -3.235

> Number 1 is which compound?

C29H35N7NaO3SbSe4

> Which formula does entry 3 have?

C29H35N9S5Ti

> Look up the total charge of the third one.

+2